Entry 1:
A molecular structure, C20H30Cl3HgN6Si. Source: the OMol25 dataset; level of theory: ωB97M-V/def2-TZVPD.

For the HOMO energy (spin up / spin down), the calculation gives -6.498 / -6.502 eV. Its energy relative to the best compared isomer or geometry (same formula, charge and spin) is 0.0 kJ/mol. The largest force on an atom comes out at 2.91 eV Å⁻¹. The calculation puts the LUMO energy (spin up / spin down) at 0.231 / -1.345 eV. Its charge is 0. Its multiplicity is 2. The frontier orbital gap (spin up / spin down) comes out at 0.24726 / 0.18951 hartree.

The geometry in XYZ format:
```
61
Properties=species:S:1:pos:R:3:forces:R:3
Hg -0.11978 1.55989 2.75690 -0.140 -0.075 -0.285
C 2.46642 2.64560 -0.01153 -0.897 0.755 -0.576
N 2.82477 1.88156 -1.19763 -0.060 0.127 0.391
C 3.30851 2.70177 -2.33673 -0.760 0.229 0.178
C 2.38866 0.57294 -1.19070 -0.997 -0.785 -1.221
N 1.29595 0.23231 -0.52651 1.987 1.256 0.017
C 1.22712 -1.01189 0.05665 0.684 -0.930 -0.040
C 2.36690 -1.62269 0.65006 -1.314 0.139 -0.695
C 2.35938 -3.00065 0.93643 -0.343 -1.233 0.224
C 1.27669 -3.80512 0.58612 0.627 1.131 0.204
C 0.07409 -3.23050 0.08316 0.542 1.751 0.333
C -1.02310 -4.04377 -0.18724 -0.978 0.278 -0.905
C -2.15160 -3.46780 -0.77333 0.188 -1.271 -0.596
C -2.22832 -2.11468 -1.01787 0.627 1.573 1.135
C -1.24753 -1.21489 -0.46653 -1.609 -0.400 -0.944
N -1.51182 0.14353 -0.31391 -0.681 -0.334 0.008
C -2.68767 0.51547 0.11594 0.905 0.930 -0.621
N -3.04337 1.84475 -0.11193 0.361 -0.199 0.082
C -2.21272 2.59410 -1.03809 0.527 0.034 -1.249
C -3.88794 2.69177 0.73302 -0.189 -1.493 -0.191
N -3.56128 -0.29157 0.78839 -1.166 0.114 0.794
C -3.06417 -1.16756 1.83912 -0.640 -0.377 0.468
C -5.02940 -0.24171 0.63009 0.678 -1.227 0.745
C -0.01668 -1.74904 -0.08513 1.441 -2.458 0.592
N 3.08345 -0.28595 -2.05865 0.177 0.735 0.201
C 2.50586 -1.46829 -2.71876 -0.658 0.724 0.490
C 4.53427 -0.18081 -2.17905 0.260 1.253 -0.071
H 3.01392 3.58793 -0.03505 0.224 -0.148 0.232
H 2.67652 2.08773 0.88609 0.130 -0.129 0.306
H 1.38774 2.92628 -0.00874 0.481 -0.299 0.015
H 2.87052 3.74855 -2.23776 0.403 -1.378 -0.134
H 2.97666 2.29189 -3.31340 0.303 0.087 0.671
H 4.40143 2.81455 -2.30469 -0.234 -0.131 -0.155
H 3.31001 -1.09026 0.74930 -0.313 0.219 0.031
H 3.24122 -3.46127 1.44307 -0.733 0.409 -0.650
H 1.28188 -4.87843 0.67859 0.229 -0.165 0.251
H -0.95277 -5.12494 -0.11108 0.028 0.161 0.283
H -2.97295 -4.11207 -1.14237 0.548 0.360 0.354
H -3.11711 -1.68577 -1.47449 0.120 -0.048 0.120
H -1.23145 2.09419 -1.17498 -0.630 0.371 0.247
H -2.06238 3.64958 -0.77281 -0.069 -0.376 0.575
H -2.68111 2.66731 -2.03550 0.003 -0.251 0.184
H -4.26074 2.12290 1.59931 0.305 0.309 -0.216
H -4.75693 2.99515 0.14884 -0.083 0.365 0.108
H -3.29317 3.54490 1.03078 -0.123 0.276 0.315
H -1.97815 -1.19096 1.81254 -0.018 0.196 0.254
H -3.37874 -2.22592 1.69657 -0.022 0.639 -0.051
H -3.45037 -0.82375 2.84529 0.482 -0.296 -0.897
H -5.29390 0.43147 -0.17737 -0.124 0.020 0.023
H -5.53984 0.01387 1.58787 0.321 0.210 -0.605
H -5.36637 -1.29434 0.41133 0.195 0.949 -0.123
H 1.39231 -1.38646 -2.74996 0.920 -0.185 0.274
H 2.84738 -2.35927 -2.19559 -0.357 -0.290 0.085
H 2.85634 -1.53897 -3.75304 0.074 0.248 0.078
H 5.05808 0.20204 -1.27078 -0.751 -0.092 -0.532
H 4.87254 0.43372 -3.05043 -0.319 -0.259 0.553
H 4.92598 -1.15492 -2.34562 0.315 -0.992 -0.121
Cl 2.57743 0.69005 5.25764 0.349 0.068 -0.288
Si 1.03757 2.04740 5.02873 -0.106 -0.851 0.386
Cl 1.74068 3.93289 5.29875 0.239 0.524 0.022
Cl -0.05891 1.55821 6.71664 -0.357 0.231 -0.062
```
Positions in Å, forces in eV/Å.

***

Entry 2:
A molecular structure, C20H30ClMgO2. Source: the OMol25 dataset; level of theory: ωB97M-V/def2-TZVPD.

For the HOMO energy, the calculation gives -3.220 eV. The largest force on an atom comes out at 2.19 eV Å⁻¹. The calculation puts the LUMO energy at 2.159 eV. Its charge is -1. The frontier orbital gap comes out at 0.19765 hartree.

The geometry in XYZ format:
```
54
Properties=species:S:1:pos:R:3:forces:R:3
O -0.05345 0.12715 0.27335 0.817 0.071 -1.541
C 0.96196 0.02147 -0.83630 -0.118 -0.300 0.971
C 0.18638 1.00237 -1.70749 0.050 -0.355 0.185
H 0.97460 -1.01055 -1.21749 0.172 0.406 0.245
H 1.94690 0.36260 -0.46722 -0.493 -0.299 -0.154
C -0.83295 1.04345 -0.57567 -0.129 0.393 -0.117
H -0.25637 0.54437 -2.58920 0.418 0.529 0.436
H 0.70874 1.94169 -1.91423 -0.202 -0.154 -0.013
C -2.13106 0.41671 -1.01934 -0.412 -0.266 0.092
H -1.95310 -0.61147 -1.37903 -0.103 0.322 0.264
H -2.52039 0.99197 -1.86405 0.002 0.057 0.004
H -2.89255 0.42807 -0.23312 0.175 -0.193 -0.056
C -0.96338 2.42177 -0.00450 -0.331 0.448 0.551
H 0.02493 2.87204 0.12883 -0.186 -0.116 0.171
H -1.50274 2.42990 0.95156 0.278 -0.007 -0.205
H -1.52122 3.03801 -0.71945 0.017 -0.051 -0.010
Mg 0.12725 -0.64477 2.23232 0.318 1.133 0.605
C 0.86196 1.81634 4.15582 0.650 0.169 -0.609
C 1.66487 0.65139 4.10221 -0.202 0.251 -0.329
C 2.27794 0.59646 2.80663 -0.180 0.636 0.020
H 1.84643 -0.04004 4.92672 -0.213 0.152 -0.426
C 1.89258 1.78218 2.09768 -0.199 -0.239 0.691
C 0.99687 2.51312 2.92037 0.487 -0.426 0.382
H 0.53001 3.46572 2.67671 0.034 -0.223 0.000
H 0.27004 2.14841 5.00357 0.058 -0.157 -0.185
H 3.00716 -0.14091 2.47002 -0.154 0.209 0.151
H 2.29269 2.11368 1.14228 -0.181 -0.160 0.009
C -1.60853 -0.42974 4.55210 -0.496 -0.346 -1.048
C -2.07778 0.75158 3.93391 -0.516 -0.398 -0.383
C -2.43173 0.45298 2.58970 -0.013 -0.014 0.483
H -2.19261 1.72314 4.41536 0.178 -0.285 -0.216
C -2.15600 -0.92553 2.34829 -0.319 -0.036 0.981
C -1.65710 -1.48013 3.58563 -0.623 0.468 0.131
H -1.46995 -2.54016 3.77693 0.099 0.509 -0.135
H -1.31091 -0.53253 5.58659 0.205 0.015 -0.124
H -2.94883 1.13188 1.90215 0.412 -0.255 0.273
H -2.46545 -1.50582 1.48424 0.134 0.091 0.039
O 0.38855 -1.03344 -3.56635 0.141 -0.293 -2.100
C -0.06838 -0.18859 -4.66909 0.045 0.206 0.422
C 0.35565 -0.79862 -6.01235 -0.049 -0.239 0.405
H 0.39828 0.80744 -4.57342 -0.179 -0.332 0.189
H -1.16360 -0.05769 -4.57190 0.512 -0.131 -0.059
C 1.35965 -1.91136 -5.62756 -0.047 0.314 0.286
H 0.84227 -0.02307 -6.61962 -0.291 -0.341 -0.003
H -0.51467 -1.20097 -6.54198 0.245 0.087 0.004
C 1.21421 -2.08702 -4.09852 -0.097 -0.226 0.232
H 2.37137 -1.57163 -5.86505 -0.087 -0.253 -0.051
H 1.14762 -2.85337 -6.14504 0.191 0.252 0.036
H 2.19158 -2.05803 -3.58197 -0.405 -0.009 -0.219
H 0.72996 -3.04909 -3.86201 0.167 0.282 -0.011
Cl 1.36869 -2.71505 4.03918 0.525 -0.700 1.832
C 1.15425 -2.49178 2.34276 -0.524 0.608 -2.040
H 0.46579 -3.25539 1.95989 0.606 -0.247 -0.034
H 2.13357 -2.43916 1.85721 -0.185 -0.557 -0.022
```
Positions in Å, forces in eV/Å.

***

Entry 3:
A molecular structure, C20H30ClNOTi. Source: the OMol25 dataset; level of theory: ωB97M-V/def2-TZVPD.

For the HOMO energy (spin up / spin down), the calculation gives -14.576 / -14.576 eV. Its energy relative to the best compared isomer or geometry (same formula, charge and spin) is 160.6 kJ/mol. The largest force on an atom comes out at 3.55 eV Å⁻¹. The calculation puts the LUMO energy (spin up / spin down) at -8.557 / -8.557 eV. Its charge is +2. The frontier orbital gap (spin up / spin down) comes out at 0.22118 / 0.22120 hartree.

The geometry in XYZ format:
```
54
Properties=species:S:1:pos:R:3:forces:R:3
C -0.44421 3.86025 -5.64255 -0.175 1.598 -2.443
C -1.15926 3.04471 -6.74649 0.037 -0.110 0.223
C -1.24334 5.15557 -5.36232 0.035 -0.161 0.190
C 0.98085 4.23008 -6.11968 -0.019 -0.144 0.210
Cl -0.34355 2.89507 -4.16412 0.054 -0.528 0.818
H -1.32894 5.78989 -6.27013 0.167 -0.543 0.455
H -0.73877 5.74294 -4.58051 -0.222 -0.136 -0.219
H -2.25946 4.90106 -5.02544 0.295 0.151 -0.067
H -1.24235 3.61972 -7.69325 0.153 -0.191 0.686
H -2.17510 2.78078 -6.41603 0.300 0.019 -0.154
H -0.59454 2.12338 -6.95396 -0.238 0.242 0.030
H 0.95802 4.83871 -7.04868 -0.205 -0.390 0.583
H 1.55482 3.31395 -6.32482 -0.103 0.317 0.070
H 1.49501 4.81335 -5.34105 -0.082 -0.193 -0.266
C -1.93222 -0.99571 0.98166 -2.260 0.641 -1.014
C -2.11695 0.43703 1.08757 -0.204 -0.993 -1.220
C -2.25721 0.92209 -0.27220 0.392 -0.988 0.054
H -2.27554 0.98360 2.01520 0.039 -0.087 -0.368
C -2.15460 -0.20486 -1.18183 0.304 0.530 1.293
C -1.94549 -1.40393 -0.40928 -0.002 1.732 1.228
H -1.89699 -2.43755 -0.76653 0.170 0.536 0.072
H -2.00554 -1.66863 1.81416 0.102 0.257 -0.160
H -2.53573 1.94188 -0.54013 0.405 -0.311 -0.052
H -2.30493 -0.16521 -2.26326 0.326 0.106 0.377
C 2.39774 0.18213 0.56802 -1.721 1.106 1.147
C 1.60572 0.31117 1.77961 1.825 2.985 -0.587
C 0.79995 1.52479 1.73525 1.447 -0.865 -0.852
H 1.75430 -0.24137 2.66476 -0.037 0.192 0.162
C 1.12467 2.15605 0.48048 0.308 -0.865 -0.316
C 2.09545 1.33493 -0.22554 -1.022 0.312 0.788
H 2.58782 1.59475 -1.16575 -0.453 -0.127 0.214
H 3.12971 -0.60466 0.38386 -0.357 0.234 -0.143
H 0.22116 1.91629 2.56451 0.103 0.021 -0.247
H 0.79531 3.15322 0.18636 -0.070 -0.488 -0.161
Ti -0.05811 0.01799 0.33928 0.576 -0.843 -0.599
O 0.26404 -1.40140 1.70553 0.038 -1.940 -0.664
C 0.28341 -2.12318 2.73872 1.975 0.249 1.813
C -0.72992 -3.20365 3.00477 -0.784 0.357 -0.476
C -0.06557 -4.56532 3.09187 0.021 -0.136 -0.278
C 0.57651 -4.86168 4.42148 -0.021 -0.670 0.285
C 1.71748 -3.99147 4.87808 0.113 0.092 0.349
C 1.26120 -2.54597 5.06125 1.638 0.014 -1.138
N 1.29821 -1.96919 3.66058 -2.296 -0.459 0.012
H -1.30016 -2.93359 3.90609 0.090 -0.226 -0.056
H -1.45600 -3.30082 2.17466 0.517 0.453 0.453
H -0.84222 -5.31500 2.91148 0.087 0.100 0.069
H 0.61202 -4.63991 2.23573 0.215 -0.175 0.137
H -0.21439 -4.74418 5.16429 -0.072 -0.457 0.186
H 0.90820 -5.90016 4.38574 -0.130 -0.032 0.285
H 2.13238 -4.34355 5.82490 -0.147 -0.199 -0.071
H 2.53547 -4.03110 4.13958 -0.102 0.178 0.332
H 0.27492 -2.38939 5.49816 0.137 -0.162 0.004
H 2.04270 -2.00295 5.65064 -0.906 -0.135 -0.537
H 2.21402 -1.60096 3.45927 -0.245 0.134 -0.437
```
Positions in Å, forces in eV/Å.

***

Entry 4:
A molecular structure, C20H30FeN6O2Te. Source: the OMol25 dataset; level of theory: ωB97M-V/def2-TZVPD.

For the HOMO energy (spin up / spin down), the calculation gives -10.989 / -10.906 eV. The largest force on an atom comes out at 1.42 eV Å⁻¹. The calculation puts the LUMO energy (spin up / spin down) at -4.370 / -3.350 eV. Its charge is +1. Its multiplicity is 2. The frontier orbital gap (spin up / spin down) comes out at 0.24326 / 0.27770 hartree.

The geometry in XYZ format:
```
60
Properties=species:S:1:pos:R:3:forces:R:3
Fe -1.03348 -0.60057 -0.53492 -0.370 0.283 0.556
C -1.23230 -4.70693 0.07171 -0.099 0.063 -0.145
C -1.31364 -3.25026 0.41425 -0.040 -0.125 0.110
O -1.26656 -2.43792 -0.58875 -0.113 -0.160 -0.289
C -1.47293 -2.85813 1.73022 0.163 -0.591 -0.096
C -1.60622 -1.54648 2.16679 0.023 1.271 -0.643
C -1.87826 -1.23193 3.59878 -0.074 -0.088 0.088
N -1.49829 -0.53347 1.28757 0.035 -1.006 0.920
N -1.66428 0.72608 1.81798 0.089 -0.122 0.016
C -1.60465 1.58128 0.85592 -0.102 0.546 -0.100
O -1.46593 1.17675 -0.39488 0.046 0.309 -0.182
C -1.66510 3.03495 1.13114 0.000 -0.233 -0.191
C -1.58179 3.51135 2.43737 -0.018 0.040 0.059
C -1.62680 4.87427 2.67763 0.002 -0.053 0.001
C -1.75712 5.76512 1.61949 0.002 0.017 0.023
C -1.84205 5.29296 0.31861 -0.002 -0.067 -0.038
C -1.79412 3.92830 0.07261 0.008 0.085 -0.029
H -2.19837 -5.02852 -0.32536 0.019 -0.014 -0.013
H -0.99757 -5.31787 0.93860 0.010 0.006 0.013
H -0.49040 -4.86559 -0.71057 0.019 -0.010 0.024
H -1.53641 -3.64225 2.47061 0.007 0.023 0.013
H -1.95289 -2.14700 4.18036 -0.001 0.009 0.009
H -2.80102 -0.66015 3.69117 -0.002 -0.013 -0.004
H -1.08705 -0.59984 4.00341 0.006 0.000 -0.017
H -1.48423 2.81088 3.25509 0.006 -0.009 -0.002
H -1.55992 5.24322 3.69231 -0.003 0.003 -0.004
H -1.79444 6.82931 1.81173 0.002 -0.004 -0.001
H -1.95004 5.98668 -0.50445 0.001 -0.005 0.000
H -1.86608 3.54886 -0.93765 -0.001 0.008 0.003
C 1.31744 0.55378 0.73372 0.131 0.018 0.063
N 0.91997 -0.45032 -0.32312 0.102 -0.046 0.020
C 1.50186 -1.78163 0.08043 0.122 -0.056 0.085
N 2.93305 -1.70726 0.23425 0.008 0.105 -0.007
C 3.25539 -0.70456 1.25633 -0.012 0.008 -0.007
N 2.75061 0.61929 0.88056 0.022 -0.078 -0.068
C 3.34939 1.00461 -0.39916 0.000 0.010 0.017
N 3.02828 0.03108 -1.45008 0.030 0.007 0.079
C 1.59726 -0.03937 -1.60039 0.008 0.002 -0.032
C 3.52916 -1.28340 -1.03632 -0.001 -0.021 0.002
H 0.85991 0.25583 1.67526 -0.004 -0.016 -0.021
H 0.92679 1.52588 0.43638 0.010 0.007 -0.036
H 1.24404 -2.50806 -0.68947 0.012 0.022 -0.034
H 1.03952 -2.07726 1.02341 -0.005 0.021 -0.022
H 4.33686 -0.65501 1.37631 0.006 0.006 -0.004
H 2.81165 -1.00264 2.20738 -0.011 -0.006 -0.002
H 4.43114 1.06102 -0.28519 0.006 -0.008 -0.007
H 2.97745 1.98768 -0.69106 -0.015 0.001 -0.002
H 1.33920 -0.77777 -2.35997 -0.003 -0.033 -0.004
H 1.19841 0.93352 -1.88760 -0.008 0.020 0.011
H 4.61111 -1.23303 -0.92200 0.005 0.011 -0.003
H 3.29427 -2.01797 -1.80851 -0.010 -0.006 0.002
C -1.25483 -2.24067 -3.93776 0.067 -0.094 -0.039
Te -1.72289 -0.36419 -3.08949 -0.147 -0.120 0.028
C -0.34111 0.76539 -4.22498 0.027 0.098 -0.059
H -0.17499 -2.35979 -3.98835 0.002 -0.006 -0.015
H -1.69444 -2.30898 -4.92795 0.017 -0.021 -0.009
H -1.67452 -2.99948 -3.28235 -0.008 0.002 -0.010
H -0.73539 0.86793 -5.23179 0.001 0.004 0.000
H 0.62687 0.27390 -4.24894 0.016 0.007 0.004
H -0.25955 1.74837 -3.76629 0.024 0.001 -0.014
```
Positions in Å, forces in eV/Å.